Record 1
ORCA calculation (ωB97M-V/def2-TZVPD) on a 2-piece molecular cluster, C5H13N3O overall at a distorted geometry.

SMILES: [H]/N=C(/C)N.CC(C)N=O
Frontier orbital gap (alpha / beta) in Eh: 0.2991 / 0.2987

Last column: Löwdin charge in e.
Element x y z (Å)
H: 0.89908 -0.01688 1.58009  0.02
N: 1.07944 0.68629 0.86509  0.10
C: 1.64664 0.10270 -0.18086  -0.57
C: 2.40672 0.97819 -1.14546  -0.05
N: 2.10636 -1.20512 -0.06073  0.11
H: 3.31340 1.35506 -0.66712  0.08
H: 2.69388 0.42256 -2.04215  0.07
H: 1.77975 1.82128 -1.43861  0.08
H: 1.45445 -1.82389 0.40631  0.08
H: 2.39058 -1.61743 -0.94390  0.09
C: -1.99054 1.26191 0.53396  -0.10
C: -1.77004 -0.14188 0.02202  -0.32
C: -1.63505 -1.22025 1.07224  -0.09
N: -0.56238 -0.04721 -1.22442  -0.05
O: -0.16115 -0.52552 -2.24733  -0.02
H: -1.75512 2.00346 -0.23560  0.08
H: -1.38499 1.46476 1.41996  0.06
H: -3.03529 1.40554 0.83510  0.08
H: -2.58614 -0.40855 -0.65162  0.11
H: -1.47326 -2.21000 0.63487  0.08
H: -0.85675 -1.00255 1.80816  0.06
H: -2.55959 -1.28248 1.66000  0.08



Record 2
ORCA calculation (ωB97M-V/def2-TZVPD) on one molecule with the formula C6H15N at a distorted geometry.

SMILES: CCCNC(C)C
Frontier orbital gap in Eh: 0.3464

Last column: Löwdin charge in e.
Element x y z (Å)
C: -2.53116 -2.16091 0.55923  -0.11
C: -1.42084 -1.09446 0.72255  -0.25
C: -0.91103 -0.64239 -0.73859  -0.15
N: -0.33370 0.76244 -0.45037  -0.08
C: 1.10198 0.85570 -0.53172  -0.45
C: 1.57209 2.33089 -1.02768  -0.08
C: 2.07477 0.51521 0.72797  -0.07
H: -3.42855 -1.76724 0.31267  0.02
H: -1.93228 -2.79379 -0.14890  0.09
H: -2.70055 -2.60208 1.61075  0.10
H: -1.81520 -0.29017 1.31940  0.08
H: -0.64188 -1.53040 1.30961  0.08
H: -1.61722 -0.61252 -1.62513  0.13
H: -0.08337 -1.22938 -0.97285  0.07
H: -0.74914 1.24152 0.35677  0.11
H: 1.33922 0.22678 -1.44149  0.13
H: 2.60420 2.04402 -1.51526  0.10
H: 0.87123 2.67609 -1.75629  0.04
H: 1.66240 2.92556 -0.07934  0.06
H: 3.12722 0.17587 0.68531  0.06
H: 2.22669 1.33842 1.54889  0.09
H: 1.58512 -0.36916 1.13446  0.03



Short version: energy = -437.649456, -292.264670 hartree, in the order given.
Short version: energy above the lowest of the compared OMol25 structures with the same formula, charge and spin = 128.4, 65.5 kcal/mol, in the order given.